Formula: C3H3N3O2
Source: the OMol25 dataset
Level of theory: ωB97M-V/def2-TZVPD

The value obtained for the LUMO energy is -0.090 eV. Its frontier orbital gap is 0.3615 Ha. Its multiplicity is 1. The calculation puts the relative energy (zero: lowest compared OMol25 entry of this formula, charge and spin) at 651.55 kJ/mol. The largest force on an atom is 0.1333 hartree/bohr. As for the SMILES: [H]/N=C1/N=COC=NO1.

```
11
C3H3N3O2 | the OMol25 dataset | ωB97M-V/def2-TZVPD
C 0.191 -0.559 0.793
C 0.537 0.962 -1.046
C -1.651 0.106 -0.149
H 1.805 -1.651 1.367
H 1.026 0.924 -2.176
H -2.544 -0.101 -0.697
N 0.852 -1.573 1.095
N 1.370 1.009 -0.096
N -1.211 -0.836 0.715
O 0.479 0.838 1.176
O -0.853 0.882 -0.982
```